61
Properties=species:S:1:pos:R:3 method="wB97M-V/def2-TZVPD" orbital_gap_ev="7.467 / 7.188" spin_multiplicity=2 charge=-1 energy_ha=-4440.60889 relative_energy_kcal_mol=0.44
Ru 0.369 -0.224 -0.053
O 4.323 -2.350 -0.400
C 3.973 -3.104 -1.456
C 4.928 -4.005 -1.935
C 4.653 -4.811 -3.018
C 3.415 -4.740 -3.654
C 2.466 -3.858 -3.180
C 2.717 -3.032 -2.081
C 1.662 -2.119 -1.587
O 2.010 -1.241 -0.675
N 0.463 -2.236 -2.073
N -0.414 -1.328 -1.489
C -1.641 -1.393 -1.853
C -2.656 -0.487 -1.364
C -3.994 -0.766 -1.676
C -5.020 0.052 -1.259
C -4.708 1.192 -0.514
C -3.402 1.501 -0.209
C -2.340 0.679 -0.622
O -1.105 1.058 -0.346
H 3.581 -1.731 -0.221
H 5.884 -4.041 -1.428
H 5.409 -5.501 -3.375
H 3.199 -5.368 -4.509
H 1.494 -3.784 -3.648
H -1.907 -2.149 -2.587
H -4.212 -1.654 -2.260
H -6.047 -0.186 -1.502
H -5.501 1.841 -0.163
H -3.157 2.378 0.375
O -2.638 0.797 2.951
S -1.203 1.197 2.901
C -1.057 2.724 3.844
C -2.084 3.093 4.696
C -1.967 4.268 5.422
C -0.831 5.058 5.289
C 0.183 4.684 4.419
C 0.070 3.516 3.678
C -0.397 0.153 4.144
C -1.167 -0.850 4.707
C -0.585 -1.724 5.617
C 0.755 -1.592 5.950
C 1.515 -0.578 5.380
C 0.942 0.301 4.474
H -2.959 2.457 4.767
H -2.761 4.570 6.093
H -0.741 5.973 5.862
H 1.065 5.302 4.306
H 0.849 3.225 2.984
H -2.205 -0.938 4.413
H -1.180 -2.514 6.057
H 1.210 -2.281 6.650
H 2.563 -0.468 5.628
H 1.549 1.084 4.039
Se 3.867 2.263 2.563
C 2.502 1.552 1.648
N 1.570 1.101 1.117
C -0.167 -1.788 1.144
H -1.168 -1.617 1.554
H 0.546 -1.831 1.972
H -0.163 -2.738 0.605